[1]
This record from the Open Molecules 2025 dataset describes a cluster of 2 separate species, C4H13N4O in total. The level of theory is ωB97M-V/def2-TZVPD.

HOMO: -13.99 eV
frontier orbital gap: 11.493 eV
net charge: +1
E_LUMO: -2.50 eV

Geometry (Å):
C -3.9905 -0.9010 -0.1926
C -1.6960 0.0375 -0.1610
N -1.4458 -0.3683 1.0918
N -2.8136 -0.2746 -0.7930
N -0.7271 0.7279 -0.7536
H -1.9293 -1.1534 1.4915
H -0.4962 -0.3460 1.4293
H -2.8670 0.0412 -1.7476
H -0.9143 1.4035 -1.4649
H 0.2058 0.8303 -0.2737
H -4.2976 -1.7367 -0.8110
H -4.8078 -0.1827 -0.1811
H -3.8105 -1.2000 0.7984
C 3.8647 0.2849 1.0321
C 2.6474 0.2217 0.1887
O 1.5412 0.5822 0.6054
N 2.8080 -0.1989 -1.0902
H 2.2531 0.1507 -1.8528
H 3.7356 -0.4875 -1.3579
H 4.8164 0.1445 0.5528
H 3.7978 -0.3154 1.9402
H 3.8635 1.2717 1.5063

[2]
This record from the Open Molecules 2025 dataset describes a cluster of 3 separate species, H5O3 in total. The level of theory is ωB97M-V/def2-TZVPD.

HOMO: -4.45 eV
frontier orbital gap: 9.374 eV
net charge: -1
E_LUMO: 4.92 eV

Geometry (Å):
O 0.0591 1.0509 2.2138
H 0.7639 0.4662 2.4849
O 0.8356 -0.8959 -2.0095
H 0.3719 -0.3531 -1.1818
H 0.0049 -1.2465 -2.3824
O -0.4590 0.0597 -0.0100
H -0.2862 0.6101 1.2811
H -1.2903 0.3086 -0.3962

[3]
This record from the Open Molecules 2025 dataset describes a cluster of 4 separate species, C25H33BBrClO13 in total. The level of theory is ωB97M-V/def2-TZVPD.

HOMO: -7.70 eV
frontier orbital gap: 6.532 eV
E_LUMO: -1.17 eV

Geometry (Å):
C 2.3814 -0.0855 2.8365
C 2.9632 0.7051 1.8384
C 2.7396 0.3122 0.4291
C 2.4239 -1.0152 0.0859
C 2.1744 -1.3822 -1.2084
Cl 1.7325 -3.0211 -1.6418
C 2.2325 -0.4330 -2.2513
B 1.9086 -0.8667 -3.7696
O 0.8023 -0.2696 -4.3850
C 2.8592 -1.8969 -4.5001
C 2.0788 -3.0587 -5.2051
C 2.5404 0.8661 -1.9201
C 2.7969 1.2656 -0.5909
C 3.0938 2.7301 -0.3049
O 3.8928 3.1139 0.5166
C 2.3121 3.6973 -1.1927
Br 1.7484 5.3404 -0.4209
C 2.0664 3.3175 -2.4411
O 1.3388 4.0786 -3.3238
C -0.0020 3.5058 -3.3551
C -1.0548 4.4313 -2.7402
C 2.5946 1.9742 -2.9505
O 3.0385 1.8430 -4.0689
H 2.8771 -1.0298 3.0982
H 1.4638 0.2350 3.3417
H 3.5386 1.6031 2.0761
H 2.3409 -1.8028 0.8353
H 1.0881 0.6038 -4.6920
H 3.5024 -2.3461 -3.7277
H 3.5123 -1.3659 -5.2126
H 1.1769 -3.3391 -4.6456
H 1.8533 -2.7608 -6.2341
H 2.7410 -3.9368 -5.2086
H -0.0400 2.5638 -2.7805
H -0.2747 3.2526 -4.3899
H -1.3023 5.2617 -3.4186
H -2.0055 3.8941 -2.5833
H -0.7707 4.8193 -1.7565
C -7.0876 4.7897 -2.1589
O -7.1036 4.2502 -0.8371
C -5.9023 3.8977 -0.3758
O -4.8606 3.9980 -0.9682
O -6.0558 3.4132 0.8558
C -4.8351 2.9956 1.4744
H -8.1142 5.0356 -2.4181
H -6.4883 5.6983 -2.1965
H -6.7119 4.0551 -2.8700
H -4.1509 3.8367 1.5799
H -4.3702 2.1923 0.9055
H -5.0825 2.6212 2.4640
C 3.3554 -5.3884 5.9431
O 4.6005 -5.7003 5.3180
C 5.0872 -4.7252 4.5504
O 4.5736 -3.6541 4.3587
O 6.2414 -5.1429 4.0325
C 6.8812 -4.1910 3.1810
H 3.0674 -6.2536 6.5347
H 3.4614 -4.5297 6.6047
H 2.5856 -5.2019 5.1955
H 7.1267 -3.2849 3.7331
H 6.2513 -3.9572 2.3238
H 7.8021 -4.6458 2.8258
C -6.9647 -0.8111 1.7138
O -6.1733 -1.9869 1.8961
C -4.8879 -1.7464 2.1509
O -4.3761 -0.6607 2.2334
O -4.2675 -2.9171 2.2980
C -2.8713 -2.8092 2.5766
H -7.9823 -1.1364 1.5146
H -6.9611 -0.2011 2.6161
H -6.6072 -0.2344 0.8617
H -2.7057 -2.2778 3.5129
H -2.3529 -2.3116 1.7580
H -2.4841 -3.8203 2.6737

[4]
This record from the Open Molecules 2025 dataset describes the molecule C7H10. The level of theory is ωB97M-V/def2-TZVPD.

HOMO: -8.06 eV
frontier orbital gap: 7.776 eV
E_LUMO: -0.29 eV

Geometry (Å):
C 1.7499 0.9001 -0.9712
C -1.4397 0.2056 0.4341
C 1.4798 1.2689 0.4252
C -0.4581 -0.5005 -0.3931
C 0.9533 -0.0410 -0.1793
C -2.7949 0.3607 -0.1447
C 1.8622 -1.1224 0.2484
H 2.1155 1.2535 1.2266
H 0.9283 2.2837 0.5816
H -0.6768 -1.4665 0.0458
H -0.8683 -0.3218 -1.4774
H -3.6363 0.8371 0.5375
H -3.1150 -0.4351 -0.6974
H -2.5096 1.1138 -0.8053
H 1.8962 -1.4117 1.3731
H 2.9719 -0.8084 0.1287
H 1.5416 -2.1160 -0.3327

[5]
This record from the Open Molecules 2025 dataset describes a cluster of 8 separate species, C41H53N9OS in total. The level of theory is ωB97M-V/def2-TZVPD.

HOMO: -8.07 eV
frontier orbital gap: 6.689 eV
E_LUMO: -1.38 eV

Geometry (Å):
C 2.1089 -1.5083 1.8093
C 0.9261 -0.4000 1.5979
C 0.7102 0.3458 3.0237
C -0.3777 -1.2287 1.1054
C -1.4393 -0.3007 0.3248
C -2.9880 -0.3280 0.7193
C -4.0468 0.5682 0.0430
C -5.6017 0.6467 0.3986
C -6.2897 -0.7540 0.7727
C -5.8721 -1.3604 2.2032
O -6.9661 -1.3719 3.1749
C -3.5263 1.5449 -1.1023
N -4.3780 2.4760 -1.8390
S -3.2492 3.1837 -2.9058
N -1.7001 2.5271 -2.6147
C -1.9780 1.5720 -1.5304
C -0.9016 0.6543 -0.8010
H 3.0773 -0.9569 2.1311
H 2.3324 -1.9883 0.7885
H 1.8111 -2.2843 2.6050
H 1.3189 0.3139 0.7960
H 0.9362 1.4691 2.8851
H -0.3783 0.1616 3.3646
H 1.4464 -0.0663 3.8173
H -0.0092 -2.1180 0.4688
H -0.8654 -1.6435 2.0613
H -3.2826 -1.0441 1.5540
H -5.8183 1.4680 1.1899
H -6.1327 1.0257 -0.5613
H -7.4310 -0.5473 0.8322
H -6.1832 -1.5319 -0.0813
H -5.4924 -2.4453 2.0486
H -5.0456 -0.6951 2.6760
H -6.8589 -0.5087 3.6481
H 0.2061 0.6952 -1.1064
C -1.7547 6.6674 1.3289
C -1.7681 5.7444 0.2537
C -3.0108 5.1596 0.2316
N -3.7464 5.6918 1.2565
C -2.9901 6.6159 1.9275
H -0.9329 7.3002 1.6308
H -0.9583 5.5319 -0.4292
H -3.4337 4.4115 -0.4225
H -4.6962 5.4431 1.4814
H -3.3947 7.1544 2.7713
C 3.4248 -3.5431 -2.1132
C 2.3317 -4.2995 -1.6214
C 2.8037 -5.5539 -1.3200
N 4.1408 -5.5840 -1.6162
C 4.5286 -4.3602 -2.0953
H 3.4064 -2.5144 -2.4425
H 1.3122 -3.9629 -1.5006
H 2.3051 -6.4253 -0.9228
H 4.7450 -6.3817 -1.4992
H 5.5531 -4.1780 -2.3824
C 6.0254 -1.2009 -3.7435
C 5.9151 0.1739 -3.4196
C 6.9704 0.4863 -2.5971
N 7.7106 -0.6504 -2.4091
C 7.1449 -1.6822 -3.1085
H 5.3603 -1.7749 -4.3724
H 5.1491 0.8594 -3.7517
H 7.2568 1.4165 -2.1297
H 8.5424 -0.7169 -1.8446
H 7.5856 -2.6676 -3.0929
C -4.9317 -4.7011 -2.8196
C -5.0455 -3.3267 -2.4936
C -3.9862 -3.0102 -1.6781
N -3.2399 -4.1439 -1.4963
C -3.8063 -5.1783 -2.1931
H -5.5984 -5.2772 -3.4445
H -5.8168 -2.6441 -2.8201
H -3.7005 -2.0789 -1.2119
H -2.4040 -4.2070 -0.9377
H -3.3615 -6.1620 -2.1816
C 9.0577 -3.6211 0.7218
C 8.2863 -4.3002 -0.2538
C 7.0729 -4.5971 0.3179
N 7.0851 -4.1267 1.6033
C 8.2892 -3.5254 1.8565
H 10.0631 -3.2431 0.6065
H 8.5855 -4.5444 -1.2630
H 6.2054 -5.1018 -0.0773
H 6.3260 -4.2092 2.2604
H 8.4953 -3.0839 2.8199
C -2.1431 6.9537 -6.2432
C -1.1443 7.7083 -5.5810
C -0.6284 6.9177 -4.5837
N -1.2823 5.7149 -4.6163
C -2.2038 5.7266 -5.6285
H -2.7500 7.2721 -7.0781
H -0.8360 8.7182 -5.8091
H 0.1449 7.1070 -3.8545
H -1.1110 4.9415 -3.9925
H -2.8229 4.8635 -5.8228
C -2.7012 0.7479 6.8101
C -1.9013 0.5360 7.9602
C -0.7662 1.2959 7.8148
N -0.8495 1.9550 6.6172
C -2.0283 1.6309 6.0009
H -3.6633 0.3047 6.5982
H -2.1307 -0.1013 8.8016
H 0.0917 1.4232 8.4578
H -0.1525 2.5815 6.2477
H -2.2851 2.0542 5.0413

[6]
This record from the Open Molecules 2025 dataset describes the molecule C4H5NO. The level of theory is ωB97M-V/def2-TZVPD.

HOMO (spin up / spin down): -6.53 / -9.87 eV
expectation value of S²: 2.006
frontier orbital gap (spin up / spin down): 7.556 / 8.938 eV
2S+1: 3
E_LUMO (spin up / spin down): 1.03 / -0.93 eV

Geometry (Å):
C 0.9488 0.8489 -1.3106
C -0.9724 0.1532 0.9176
C -1.1301 -0.4025 -0.4397
C 0.1462 -0.6555 0.2925
N 1.2332 0.0894 -0.2935
O 1.3233 1.6725 -2.0667
H -0.8291 1.2194 1.0325
H -1.4969 -0.2880 1.7614
H -1.8463 -1.1268 -0.7710
H 0.4643 -1.5992 0.7245
H 2.1590 0.0887 0.1530

[7]
This record from the Open Molecules 2025 dataset describes a structure of composition C26H31AsN7PtSSe. The level of theory is ωB97M-V/def2-TZVPD.

HOMO: -17.17 eV
frontier orbital gap: 7.324 eV
net charge: +3
E_LUMO: -9.85 eV

Geometry (Å):
Pt 0.0009 -0.0427 -0.1043
S -1.2334 -1.7041 1.0322
C -2.1435 -0.3555 1.5927
C -3.2311 -0.4105 2.4544
C -3.8153 0.7814 2.8318
C -3.2938 1.9855 2.3447
C -2.2187 1.9551 1.4933
N -1.6497 0.7896 1.1133
H -3.5900 -1.3652 2.8149
H -4.6653 0.7815 3.5018
H -3.7228 2.9362 2.6272
H -1.8046 2.8745 1.1096
N 2.4417 0.5424 -2.3823
C 1.8957 1.7043 -1.8956
C 2.4030 2.9172 -2.3766
C 1.9256 4.0986 -1.8724
C 0.9365 4.0651 -0.8837
C 0.4737 2.8483 -0.4778
N 0.9285 1.6710 -0.9826
C 2.2680 -0.7678 -2.0313
C 3.2145 -1.6812 -2.5157
C 3.1086 -3.0117 -2.2154
C 2.0261 -3.4496 -1.4454
C 1.1187 -2.5254 -1.0288
N 1.2224 -1.1879 -1.3083
H 3.2115 0.6925 -3.0173
H 3.1751 2.9138 -3.1353
H 2.3184 5.0432 -2.2246
H 0.5471 4.9734 -0.4469
H -0.2751 2.7653 0.2871
H 4.0298 -1.3177 -3.1285
H 3.8517 -3.7134 -2.5716
H 1.8988 -4.4902 -1.1846
H 0.2563 -2.8312 -0.4611
C -0.1191 -0.6924 -4.4427
C -1.1432 0.2331 -3.7958
As -1.6856 -0.2274 -1.9853
C -2.2963 -2.0665 -2.1058
C -3.3755 -2.2458 -3.1750
C -3.2697 0.8593 -1.7347
C -2.9651 2.3573 -1.7094
H 0.0008 -0.4176 -5.4901
H -0.4353 -1.7357 -4.4119
H 0.8531 -0.6127 -3.9695
H -2.0868 0.2053 -4.3458
H -0.7936 1.2665 -3.7903
H -2.6642 -2.3487 -1.1237
H -1.4245 -2.6863 -2.3236
H -4.2662 -1.6557 -2.9642
H -3.6768 -3.2927 -3.1887
H -3.0173 -2.0001 -4.1748
H -3.7607 0.5371 -0.8151
H -3.9263 0.6177 -2.5717
H -2.2065 2.5958 -0.9675
H -3.8680 2.9157 -1.4665
H -2.6134 2.7079 -2.6797
Se 4.9887 -0.3976 0.8957
N 4.7550 -0.1794 2.6084
C 3.4735 0.0489 2.8176
C 2.8702 0.2835 4.0820
C 1.5323 0.5079 4.1054
C 0.7858 0.5040 2.9042
N 1.2840 0.2828 1.7056
C 2.6467 0.0510 1.6247
N 3.2748 -0.1626 0.4950
H 3.4786 0.2818 4.9774
H 1.0153 0.6915 5.0364
H -0.2739 0.7082 2.9532

[8]
This record from the Open Molecules 2025 dataset describes a structure of composition C2HO3Tl. The level of theory is ωB97M-V/def2-TZVPD.

HOMO (spin up / spin down): -14.68 / -15.02 eV
expectation value of S²: 0.776
frontier orbital gap (spin up / spin down): 9.561 / 7.913 eV
net charge: +1
2S+1: 2
E_LUMO (spin up / spin down): -5.12 / -7.11 eV

Geometry (Å):
O 1.0586 -1.1455 0.0540
H 1.2220 -1.9275 0.6065
O -0.7745 0.5417 -0.1533
O 0.1269 1.4729 0.0386
C -0.3458 -0.7049 0.1226
C -0.6720 -1.8235 -0.4965
Tl -0.6152 3.5868 -0.1719

Looking at total energy for the records above, in order, we have -454.311902, -228.744299, -5009.505248, -272.368975, -2560.021551, -285.225161, -6546.474184, -474.413210 Eh.
Looking at maximum force for the records above, in order, we have 1.78, 1.62, 2.30, 4.39, 6.11, 2.19, 2.33, 2.41 eV/Å.